Record 1
Below is a single C9H12N4 molecule at a distorted geometry, with properties calculated with ωB97M-V/def2-TZVPD.

The calculation puts the HOMO energy at -8.850 eV. The HOMO-LUMO gap comes out at 9.43 eV. As for the total charge: 0. The value obtained for the energy relative to the best compared isomer or geometry (same formula, charge and spin) is 73.7 kcal per mole. The value obtained for the electronic energy is -15484.695 eV. The multiplicity is 1.

XYZ file:
```
25
C9H12N4 | OMol25 | ωB97M-V/def2-TZVPD
C -0.12 1.61 -1.10
C -0.05 0.69 0.10
C -0.24 1.46 1.34
N -1.20 -0.15 0.00
C -1.55 -0.90 -1.17
C -2.73 -1.58 -0.79
N -3.15 -1.26 0.52
C -2.20 -0.48 0.99
N 1.34 -0.03 0.34
C 2.39 0.00 -0.55
C 3.18 -1.06 -0.43
N 2.66 -1.94 0.50
C 1.52 -1.19 1.02
H 0.76 2.33 -1.22
H -1.17 2.00 -1.20
H 0.07 1.03 -1.94
H -0.37 0.85 2.40
H -1.16 2.11 1.19
H 0.57 2.12 1.41
H -0.88 -0.96 -2.09
H -3.35 -2.37 -1.22
H -2.17 -0.01 2.06
H 2.61 0.98 -1.07
H 4.35 -1.32 -0.63
H 0.88 -1.91 1.57
```

Atomic partial charges in e from the Löwdin method, atoms 1 to 2:
1 C -0.02
2 C -0.49

Record 2
Below is a molecular structure, C4H4O2, with properties calculated with ωB97M-V/def2-TZVPD.

The calculation puts the HOMO energy at -9.245 eV. The HOMO-LUMO gap comes out at 9.09 eV. As for the total charge: 0. The value obtained for the energy relative to the best compared isomer or geometry (same formula, charge and spin) is 88.6 kcal per mole. The value obtained for the electronic energy is -8303.233 eV. The multiplicity is 1.

XYZ file:
```
10
C4H4O2 | OMol25 | ωB97M-V/def2-TZVPD
O -2.06 -1.02 1.34
C -1.27 -0.39 0.69
O -1.22 0.69 0.06
C 0.34 1.13 -0.75
C 1.26 0.12 -0.53
C 1.14 -0.96 0.11
H -0.12 -0.96 0.57
H -0.12 1.23 -1.73
H 0.47 2.07 -0.22
H 1.58 -1.89 0.45
```

Atomic partial charges in e from the Löwdin method, atoms 1 to 2:
1 O 0.11
2 C -0.44

Record 3
Below is 2 unconnected molecules or ions with the total composition C2H5P at a distorted geometry, with properties calculated with ωB97M-V/def2-TZVPD.

The calculation puts the HOMO energy at -9.198 eV. The HOMO-LUMO gap comes out at 9.29 eV. As for the total charge: 0. The value obtained for the energy relative to the best compared isomer or geometry (same formula, charge and spin) is 56.2 kcal per mole. The value obtained for the electronic energy is -11440.074 eV. The multiplicity is 1.

XYZ file:
```
8
C2H5P | OMol25 | ωB97M-V/def2-TZVPD
C 0.72 0.42 1.26
C -0.81 -0.22 -0.82
P -0.89 0.19 0.96
H 1.36 0.86 2.00
H 1.72 -0.33 0.23
H -1.49 -0.89 -1.35
H -0.82 0.70 -1.50
H 0.20 -0.72 -0.78
```

Atomic partial charges in e from the Löwdin method, atoms 1 to 2:
1 C -0.43
2 C -0.44